[1]
Formula: C13H20N2O11
Source: OMol25
Level of theory: ωB97M-V/def2-TZVPD

Summary:
Kohn-Sham gap ... 8.442 eV
Energy ... -39309.47205 eV
SMILES string ... O=C(O)C[C@@](O)(CC(=O)C(=O)O)C(=O)O.CNC(=O)[C@H](CO)NC(C)=O

Structure (ORCA input):
```
! RIJCOSX wB97M-V def2-TZVPD def2/J DEFGRID3
* xyz 0 1
O -3.91 -0.64 4.83
O -2.85 0.37 -1.77
O 2.74 2.18 0.66
O -1.73 -1.23 3.25
O -0.36 0.21 0.64
O 0.02 -0.10 -5.55
O -3.01 1.37 5.35
O 3.40 0.53 2.06
O 1.04 -1.40 1.37
O 1.18 -0.18 3.85
O 1.54 0.71 -1.81
C -3.00 0.18 4.70
C -2.15 -0.63 -1.70
C 2.57 1.52 1.68
C -1.85 -0.13 3.78
C 0.33 -0.26 1.51
C 0.37 -0.33 -4.39
N 1.39 -1.14 -4.09
N -0.98 -0.75 -2.33
C -2.60 -1.81 -0.87
C 2.20 -1.85 -5.07
C 1.34 1.82 2.52
C -0.86 1.00 3.43
C 0.50 0.56 2.83
C 0.40 1.29 -2.43
C -0.43 0.28 -3.23
H -3.82 1.36 5.89
H 4.11 0.51 1.40
H 0.80 -1.73 0.49
H 1.92 -0.68 3.46
H 1.89 1.36 -1.19
H 1.67 -1.16 -3.12
H -0.48 -1.61 -2.23
H -3.56 -1.56 -0.40
H -2.72 -2.68 -1.51
H -1.87 -2.01 -0.09
H 1.60 -2.65 -5.53
H 3.08 -2.28 -4.60
H 2.51 -1.16 -5.86
H 1.66 2.28 3.46
H 0.72 2.55 1.99
H -0.65 1.57 4.34
H -1.36 1.67 2.73
H -0.24 1.74 -1.67
H 0.73 2.09 -3.11
H -1.26 0.82 -3.68
*
```



[2]
Formula: C13H20N2O2S
Source: OMol25
Level of theory: ωB97M-V/def2-TZVPD

Summary:
Kohn-Sham gap ... 8.927 eV
Energy ... -31704.95028 eV
Energy relative to the best compared isomer or geometry (same formula, charge and spin) ... 1058.4 kJ/mol

Structure (ORCA input):
```
! RIJCOSX wB97M-V def2-TZVPD def2/J DEFGRID3
* xyz 0 1
C -3.00 -2.11 -1.61
C -2.98 -2.48 -0.44
C -2.76 -1.47 0.72
N -2.33 -0.30 0.37
C -1.07 -0.28 -0.08
N -0.62 0.93 -0.25
C -1.47 1.98 -0.21
C -2.72 2.08 -0.17
C -3.35 0.86 0.27
O -4.41 0.61 0.68
H -3.38 3.14 -0.09
O -0.89 3.33 -0.87
H 0.17 2.87 -1.05
S -0.03 -1.42 0.21
C 1.54 -0.79 -0.42
C 2.11 -0.03 0.98
C 3.52 0.51 0.50
C 4.58 -0.37 0.25
C 6.04 0.51 -0.17
C 7.03 -0.53 -0.29
H 6.78 -1.19 -1.37
H 7.10 -1.16 0.59
H 7.99 0.06 -0.54
H 5.75 1.13 -0.79
H 6.21 1.18 0.51
H 4.45 -0.91 -0.71
H 4.75 -1.16 1.02
H 3.36 1.46 -0.46
H 3.72 1.30 1.37
H 2.39 -0.71 1.77
H 1.48 0.88 1.13
H 1.34 -0.16 -1.28
H 2.19 -1.59 -0.56
H -2.28 -2.17 1.45
H -3.92 -1.44 1.23
H -3.35 -3.28 -0.12
H -3.20 -2.80 -2.67
H -2.80 -1.09 -1.74
*
```



[3]
Formula: C13H20N2O3S
Source: OMol25
Level of theory: ωB97M-V/def2-TZVPD

Summary:
Kohn-Sham gap ... 9.530 eV
Energy ... -33764.25343 eV
SMILES string ... Cc1ccc(S(=O)(=O)NCCCCCC(N)=O)cc1
Energy relative to the best compared isomer or geometry (same formula, charge and spin) ... 104.2 kJ/mol

Structure (ORCA input):
```
! RIJCOSX wB97M-V def2-TZVPD def2/J DEFGRID3
* xyz 0 1
C 5.80 -0.21 -1.09
C 4.43 -0.39 -0.51
C 4.19 -0.16 0.84
C 2.92 -0.34 1.37
C 1.90 -0.76 0.55
C 2.11 -1.00 -0.79
C 3.38 -0.81 -1.32
H 3.56 -1.00 -2.37
H 1.29 -1.34 -1.40
S 0.26 -0.93 1.23
O 0.34 -1.23 2.63
O -0.51 -1.80 0.38
N -0.41 0.59 1.11
H 0.00 1.23 1.77
C -0.61 1.11 -0.22
H -1.05 0.29 -0.79
C -1.53 2.33 -0.22
H -1.67 2.64 -1.26
C -2.90 2.08 0.42
H -3.47 3.02 0.35
C -3.70 0.95 -0.25
H -4.74 1.24 -0.37
C -3.65 -0.34 0.57
C -4.16 -1.51 -0.26
O -5.32 -1.63 -0.61
N -3.19 -2.37 -0.64
H -2.25 -2.30 -0.30
H -3.46 -3.18 -1.17
H -4.30 -0.24 1.44
H -2.64 -0.54 0.91
H -3.30 0.76 -1.25
H -2.77 1.86 1.47
H -1.04 3.15 0.31
H 0.35 1.38 -0.69
H 2.72 -0.19 2.42
H 5.00 0.16 1.48
H 6.47 0.27 -0.38
H 5.75 0.39 -1.99
H 6.22 -1.18 -1.36
*
```